The following is a DFT calculation (ωB97M-V/def2-TZVPD) of 2 unconnected molecules or ions with the total composition C4H10N.

## Properties
**Frontier orbital gap**: 5.6 eV
**Charge**: +1
**HOMO**: -12.0 eV
**Max |F|**: 2.26 eV/A
**LUMO energy**: -6.36 eV
**Spin multiplicity**: 1

Atoms and positions in Å:
N 0.077 1.956 -2.479
C 0.118 -0.775 2.665
C -0.821 -1.956 0.661
C -0.726 -0.766 1.633
C 1.327 1.931 -2.232
H -1.173 0.133 1.223
H 0.181 -2.363 0.493
H 1.776 2.679 -1.587
H -0.569 1.189 -2.641
H -1.287 -1.655 -0.269
H -0.390 2.795 -2.122
H -1.347 -2.784 1.134
H 0.923 -1.495 2.691
H -0.037 -0.003 3.409
H 1.947 1.115 -2.579